The following is a quantum chemistry calculation of a structure of composition C50H48ClIMgN3OP, from the Open Molecules 2025 dataset.

Atoms and positions in Å:
Mg1 0.1075 -0.0749 0.0897
C1 0.5460 2.5431 4.3982
C2 -0.3255 1.5471 5.1154
C3 -0.8034 1.8861 6.3795
C4 -1.5465 0.9987 7.1408
C5 -1.8130 -0.2647 6.6394
C6 -1.3462 -0.6197 5.3818
C7 -0.6168 0.2738 4.5928
P1 0.0398 -0.1743 2.9122
C8 -0.5728 -1.9015 2.7196
C9 -1.9275 -1.9241 2.3655
C10 -2.6134 -3.1087 2.1559
C11 -1.9246 -4.3088 2.2622
C12 -0.5732 -4.2957 2.5770
C13 0.1257 -3.1095 2.8124
C14 1.6006 -3.1927 3.1217
C15 1.8411 -0.0991 3.2136
C16 2.3679 -0.1098 4.5123
C17 3.6953 0.1874 4.7499
C18 4.5170 0.5177 3.6718
C19 4.0126 0.4834 2.3857
C20 2.6762 0.1414 2.1071
C21 2.2014 -0.0208 0.6864
H1 0.2648 3.5584 4.6726
H2 0.4714 2.4563 3.3147
H3 1.5981 2.3975 4.6612
H4 -0.5785 2.8733 6.7706
H5 -1.9057 1.2889 8.1208
H6 -2.3792 -0.9797 7.2235
H7 -1.5564 -1.6143 5.0201
H8 -2.4514 -0.9820 2.2340
H9 -3.6601 -3.0902 1.8770
H10 -2.4276 -5.2502 2.0729
H11 -0.0306 -5.2344 2.6306
H12 1.9460 -4.2204 3.0064
H13 1.8134 -2.8753 4.1444
H14 2.1971 -2.5514 2.4664
H15 1.7159 -0.3178 5.3540
H16 4.0822 0.1876 5.7619
H17 5.5564 0.7771 3.8394
H18 4.6666 0.7025 1.5477
H19 2.4423 -1.0595 0.4095
H20 2.8495 0.5839 0.0397
C22 -2.1120 -0.6172 -3.5953
C23 -0.7933 -1.3462 -3.7158
C24 -0.7031 -2.4924 -4.4971
C25 0.5047 -3.1542 -4.6658
C26 1.6471 -2.6524 -4.0669
C27 1.6009 -1.5168 -3.2637
C28 2.8677 -0.9864 -2.6395
C29 0.3695 -0.8920 -3.0791
N1 0.2285 0.1829 -2.1315
C30 0.1180 1.3792 -2.5379
C31 0.3388 1.8188 -3.9570
C32 -0.2669 2.4432 -1.5193
C33 -0.6976 3.7728 -2.0746
N2 -0.2546 2.1463 -0.2797
C34 -0.4946 3.2226 0.6417
C35 -1.7477 3.3738 1.2240
C36 -2.8524 2.3888 0.9382
C37 -1.9551 4.4899 2.0306
C38 -0.9482 5.4180 2.2487
C39 0.3063 5.2148 1.6933
C40 0.5577 4.1080 0.8904
C41 1.9349 3.8603 0.3225
H21 -2.9426 -1.3063 -3.7483
H22 -2.1921 0.1627 -4.3622
H23 -2.2450 -0.1447 -2.6212
H24 -1.6022 -2.8699 -4.9730
H25 0.5542 -4.0516 -5.2707
H26 2.6021 -3.1471 -4.2132
H27 3.6855 -1.0236 -3.3617
H28 3.1682 -1.5805 -1.7733
H29 2.7602 0.0388 -2.2948
H30 0.7637 1.0083 -4.5430
H31 1.0222 2.6711 -3.9727
H32 -0.5918 2.1403 -4.4312
H33 -1.4411 3.6108 -2.8586
H34 0.1393 4.3102 -2.5284
H35 -1.1301 4.3966 -1.2983
H36 -3.1343 2.3960 -0.1198
H37 -3.7391 2.6240 1.5268
H38 -2.5475 1.3610 1.1487
H39 -2.9302 4.6271 2.4847
H40 -1.1310 6.2816 2.8773
H41 1.1133 5.9120 1.8955
H42 2.6697 4.4826 0.8328
H43 1.9898 4.0992 -0.7454
H44 2.2265 2.8146 0.4423
Cl1 -3.4911 -5.9561 -1.4483
C42 -2.9856 -4.3289 -1.0700
C43 -3.9202 -3.3422 -0.9714
C44 -3.5418 -2.0206 -0.6641
I1 -5.0149 -0.5599 -0.4894
C45 -2.2242 -1.6473 -0.4428
O1 -1.8311 -0.4456 -0.1632
C46 -1.2510 -2.7167 -0.5489
N3 0.0436 -2.3535 -0.3097
C47 0.9761 -3.2746 -0.3578
C48 0.7104 -4.6178 -0.6724
C49 -0.5759 -4.9967 -0.9244
C50 -1.6139 -4.0421 -0.8558
H45 -4.9644 -3.5814 -1.1265
H46 1.9908 -2.9561 -0.1477
H47 1.5244 -5.3304 -0.7097
H48 -0.8165 -6.0234 -1.1650

## Properties
Highest occupied orbital energy: -7.267 eV
LUMO energy: -0.396 eV
Energy relative to the best compared isomer or geometry (same formula, charge and spin): 0.0 kcal/mol
Frontier orbital gap: 6.9 eV